C59H55AsGaN2OP2S as an isolated structure, computed with ωB97M-V/def2-TZVPD.

**Net charge**: +3
**E**: -209711.7475 eV

```
122
Properties=species:S:1:pos:R:3:mulliken_charge:R:1
Ga -0.63808 -0.30394 -0.17103 3.55
C 1.67870 -6.41704 -0.50171 -1.71
C 0.32889 -5.67627 -0.50143 1.27
C -0.82398 -6.68567 -0.61073 -1.79
C 0.21123 -4.89210 0.79714 0.74
C 0.13711 -5.53893 2.02969 -0.15
C 0.10403 -4.84401 3.22894 -1.75
C 0.13799 -3.46072 3.22759 -0.51
C 0.20533 -2.77839 2.01576 0.06
P 0.23632 -0.97752 1.98269 2.14
C 1.95617 -0.50091 2.30935 0.45
C 2.28142 0.75116 2.82952 -0.23
C 3.60816 1.08038 3.06256 -0.99
C 4.62120 0.18048 2.74953 -1.02
C 4.30231 -1.05691 2.20769 -0.97
C 2.97379 -1.40237 1.99953 -0.89
C -0.81632 -0.50524 3.37048 0.59
C -0.29159 -0.10616 4.59791 -0.28
C -1.14449 0.12013 5.66946 -0.96
C -2.51251 -0.05844 5.52413 -0.77
C -3.03421 -0.46978 4.30430 -0.76
C -2.19236 -0.69380 3.22881 -0.27
C 0.24171 -3.50929 0.83186 -0.69
O 0.33375 -2.73949 -0.30591 -0.15
C 0.29856 -3.35056 -1.53966 -0.89
C 0.31472 -2.47337 -2.61831 -0.26
C 0.39924 -2.99103 -3.90919 -0.25
C 0.40106 -4.36091 -4.09541 -1.74
C 0.33367 -5.20687 -2.99748 -0.35
C 0.29651 -4.72746 -1.69033 0.99
P 0.26585 -0.68989 -2.36424 1.11
C 1.94878 -0.18563 -2.81316 0.98
C 2.95445 -0.75143 -2.02279 -0.46
C 4.28691 -0.54450 -2.33250 -0.64
C 4.62774 0.22903 -3.43931 -0.89
C 3.63260 0.77760 -4.23431 -0.82
C 2.29180 0.56724 -3.92976 -0.81
C -0.92834 -0.03453 -3.53643 0.78
C -1.93298 -0.85099 -4.05983 -0.76
C -2.81658 -0.33790 -4.99450 -0.90
C -2.69612 0.97806 -5.42425 -0.76
C -1.71528 1.79872 -4.88645 -1.13
C -0.84760 1.30278 -3.92597 -0.48
H 1.73582 -7.10777 0.33968 0.45
H 2.51225 -5.71661 -0.42868 0.32
H 1.79761 -6.99656 -1.41721 0.44
H -0.80413 -7.38864 0.22094 0.43
H -0.73925 -7.27359 -1.52384 0.43
H -1.79074 -6.18160 -0.61318 0.37
H 0.11503 -6.62069 2.05299 0.48
H 0.04756 -5.38292 4.16426 0.47
H 0.09411 -2.91592 4.16187 0.63
H 1.50139 1.45539 3.08416 0.30
H 3.84797 2.02855 3.53016 0.60
H 5.65422 0.42464 2.96342 0.51
H 5.08346 -1.77115 1.98356 0.54
H 2.73349 -2.38762 1.61787 0.55
H 0.77437 0.00619 4.74287 0.57
H -0.73296 0.41972 6.62410 0.49
H -3.17139 0.10747 6.36625 0.47
H -4.09850 -0.62999 4.19148 0.53
H -2.60432 -1.04933 2.29151 0.47
H 0.44518 -2.32631 -4.76333 0.65
H 0.45307 -4.77355 -5.09314 0.46
H 0.33651 -6.27642 -3.16318 0.48
H 2.69144 -1.38556 -1.18003 0.16
H 5.05825 -1.01035 -1.73268 0.54
H 5.66839 0.37595 -3.69775 0.48
H 3.89480 1.35076 -5.11371 0.50
H 1.53260 0.96670 -4.58756 0.60
H -2.02645 -1.88153 -3.74522 0.47
H -3.59236 -0.97312 -5.39998 0.50
H -3.37245 1.36398 -6.17540 0.46
H -1.62698 2.82811 -5.20715 0.56
H -0.10518 1.96399 -3.49338 0.57
S -2.54925 -1.47153 -0.34169 -0.44
C -3.81688 -0.26403 -0.01362 0.57
C -5.12612 -0.74777 -0.03400 -0.96
C -6.19327 0.09704 0.21331 -0.82
C -5.98345 1.44558 0.47607 -0.91
C -4.69321 1.93964 0.48509 -0.58
C -3.60769 1.08949 0.26386 -0.01
As -1.84742 1.84840 0.18379 0.94
C -1.41667 2.53892 1.93153 1.06
C -0.16572 3.12125 2.10500 -1.40
C 0.14302 3.75713 3.29963 -0.33
C -0.79160 3.79989 4.32470 -1.02
C -2.03735 3.21280 4.15165 -0.62
C -2.35822 2.59189 2.95263 -0.83
C -2.13237 3.43762 -0.86750 0.62
C -1.87069 4.70303 -0.35727 -0.36
C -2.22562 5.82202 -1.09979 -0.76
C -2.84265 5.67727 -2.33295 -0.73
C -3.11887 4.40890 -2.82908 -0.89
C -2.76726 3.28719 -2.09641 -0.50
H -5.30307 -1.79336 -0.25092 0.55
H -7.19970 -0.29935 0.18863 0.46
H -6.81992 2.10556 0.65980 0.47
H -4.52389 2.99652 0.65924 0.60
H 0.56174 3.08489 1.29887 0.46
H 1.10898 4.22970 3.43374 0.47
H -0.55487 4.29886 5.25506 0.46
H -2.76931 3.24928 4.94749 0.48
H -3.33694 2.14814 2.82300 0.35
H -1.41154 4.83216 0.61413 0.41
H -2.03392 6.80961 -0.70184 0.49
H -3.12758 6.55340 -2.89991 0.43
H -3.62835 4.29515 -3.77715 0.55
H -3.03024 2.30293 -2.46140 0.67
N 5.23648 4.55772 0.18051 -0.21
C 4.65586 3.19548 -0.15161 -0.68
C 3.14878 3.14916 0.10598 -0.95
N 2.57001 1.86059 -0.22621 0.39
H 6.24635 4.58323 0.02127 0.38
H 5.07455 4.80533 1.15910 0.35
H 4.81826 5.29274 -0.39449 0.36
H 5.18475 2.47316 0.46918 0.33
H 4.89211 3.01012 -1.19856 0.36
H 2.64847 3.91948 -0.48846 0.73
H 2.95278 3.36888 1.16050 0.38
H 3.01053 1.11668 0.30697 -0.38
H 2.69861 1.65339 -1.20978 -0.04
```